# 1
This record from the Open Molecules 2025 dataset describes a structure of composition C16H31F3P2Zn at a distorted geometry. The level of theory is ωB97M-V/def2-TZVPD.

Electronic energy (Ha): -3389.39549
Multiplicity: 1
Strongest force on any atom (eV/A): 5.04
Orbital gap (spin up / spin down) (eV): 5.817 / 6.114
E_HOMO (spin up / spin down) (Ha): -0.247 / -0.231

Atoms and positions in Å:
H -0.550 -0.529 -3.998
H 0.858 0.930 -3.738
H 1.349 -4.107 1.064
H 1.561 -2.320 -1.532
C -0.251 -1.510 -2.137
H -0.816 -4.084 -0.163
C -1.099 0.973 1.004
H -0.823 2.275 -1.080
F 3.750 0.998 1.697
H 2.997 -0.784 -2.356
H -3.523 2.145 1.446
Zn 1.630 0.048 -0.298
C -2.750 2.910 1.661
C 2.034 -0.659 -2.875
C -0.968 -0.473 0.930
C -1.451 -3.868 0.728
H 1.055 2.938 2.030
H -2.327 0.794 -1.889
H 1.060 -1.157 3.064
H -2.437 3.269 0.664
H 2.480 1.402 -3.218
F 2.852 -0.654 2.799
C 2.546 0.526 2.156
C 1.587 0.837 -2.929
H -1.797 1.405 -3.437
C 0.026 3.302 1.822
H -1.869 1.323 0.314
C -1.055 -0.645 -3.018
P -0.557 -2.693 1.801
H -0.125 4.316 2.203
C 1.087 -3.051 1.120
H -1.975 -0.910 1.034
H -0.185 1.491 0.670
C -0.396 1.506 -1.713
H -1.680 -4.836 1.188
H -0.015 3.371 0.723
H -2.068 -1.055 -3.244
H 1.831 -2.495 1.674
H 1.156 -2.702 0.096
H -0.639 -0.765 -0.071
H 0.813 0.547 3.546
P -1.320 2.157 2.538
H 1.639 1.693 -0.901
C 0.319 -0.347 3.177
H -0.824 -2.343 -1.737
C 0.953 1.229 -1.626
H -2.402 -3.400 0.415
C 1.105 -1.480 -2.042
H 2.187 -1.006 -3.920
C -1.419 0.828 -2.534
F 2.329 1.421 3.220
H -3.163 3.754 2.234
H -0.715 -0.512 3.437

***

# 2
This record from the Open Molecules 2025 dataset describes a cluster of 4 separate species, C20H54BN3O2P in total. The level of theory is ωB97M-V/def2-TZVPD.

Electronic energy (Ha): -1475.22113
Multiplicity: 1
Strongest force on any atom (eV/A): 0.83
Total charge: +1
Orbital gap (eV): 8.306
E_HOMO (Ha): -0.439

Atoms and positions in Å:
H 1.192 -0.894 2.966
H 2.248 -4.274 6.384
H 4.821 -3.179 5.706
C 0.550 -1.308 3.744
C -0.277 -3.222 2.279
N 6.115 -0.738 7.367
C 5.008 -1.585 6.998
H -5.399 3.485 -4.622
O 0.056 -2.717 7.188
H 1.636 3.363 -3.982
H -4.175 3.153 -7.403
H 4.163 0.447 6.667
H 1.656 0.569 -5.223
C -0.077 -1.834 0.119
H 0.627 -1.616 -0.689
H -2.154 -2.485 0.272
H -0.297 3.788 -5.505
P 2.269 -0.833 7.254
C -1.397 -2.294 -0.491
H 6.828 -1.304 7.818
H -3.734 0.826 -6.800
C 1.154 1.536 -1.902
C -4.747 0.774 -4.906
C 1.051 0.695 -3.173
C 2.577 1.653 -1.368
H 0.279 -3.949 2.882
H 2.894 1.216 -4.176
H -6.672 3.896 -7.381
H -3.664 0.495 -3.039
H 5.846 -0.012 8.022
O 2.011 -3.411 6.031
H -1.292 -2.393 3.977
H -1.266 -1.324 2.596
H 2.056 2.967 -5.629
H -3.264 1.990 -3.880
B 1.326 -2.547 6.815
C 0.561 -2.863 1.050
H -2.648 0.451 -4.485
H 3.239 2.139 -2.085
H -0.272 2.101 -6.022
H 1.542 -2.495 1.368
C -0.658 -2.034 3.162
H -1.799 -1.539 -1.167
H -1.191 -3.732 1.966
C -0.043 2.774 -5.193
H 2.607 2.241 -0.448
H 5.741 -1.941 5.123
H -1.260 -3.214 -1.063
C -5.330 3.730 -5.686
H 1.444 0.200 6.791
N 5.485 -2.457 5.955
C -6.709 3.618 -6.325
N 4.596 -2.448 8.100
H -0.230 -0.888 0.648
H -0.700 2.510 -4.363
H 1.151 -2.007 4.335
H 0.521 1.081 -1.134
H 3.951 -3.194 7.886
H 0.746 2.536 -2.075
H 2.300 -0.613 8.633
H -5.451 1.128 -6.905
H 2.991 0.665 -1.148
H -4.990 -0.287 -4.996
C -4.273 2.853 -6.356
C 3.879 -0.594 6.497
H 4.367 -1.978 8.964
H -4.995 4.770 -5.733
H -7.427 4.276 -5.834
C 1.820 1.244 -4.377
C 1.424 2.660 -4.793
H 3.709 -0.701 5.423
H 0.756 -3.780 0.487
H -5.608 1.241 -4.419
C -4.561 1.350 -6.310
H -0.004 0.582 -3.438
H 1.416 -0.315 -2.957
H -0.366 -2.116 7.809
C -3.513 0.937 -4.026
H -3.301 3.053 -5.896
H -7.102 2.602 -6.263
H 0.235 -0.477 4.383

***

# 3
This record from the Open Molecules 2025 dataset describes a structure of composition C2H2N2OS at a distorted geometry. The level of theory is ωB97M-V/def2-TZVPD.

Electronic energy (Ha): -660.29037
Multiplicity: 1
Energy above the lowest of the compared OMol25 structures with the same formula, charge and spin (kcal per mole): 36.0
Strongest force on any atom (eV/A): 4.15
Orbital gap (eV): 10.485
E_HOMO (Ha): -0.362

Atoms and positions in Å:
O -0.063 1.048 0.131
C 0.596 -0.095 0.042
N -1.464 0.732 -0.087
N -0.077 -1.149 0.083
H 2.274 1.286 -0.123
S 2.329 -0.071 -0.023
H -2.245 -1.132 0.034
C -1.350 -0.619 -0.057

***

# 4
This record from the Open Molecules 2025 dataset describes a cluster of 2 separate species, C27H39Cl4F3IO8PS2 in total at a distorted geometry. The level of theory is ωB97M-V/def2-TZVPD.

Electronic energy (Ha): -5229.69013
Multiplicity: 1
Structure (SMILES): C=CC[C@@H](O[C@](CCOC=O)([C@H](Cl)CC)[C@@](C[SH](=O)=O)(O[C@](S)(Cc1ccc(C)cc1)C[C@H](C)O)C(F)(F)F)P(O)I.ClC(Cl)Cl
Strongest force on any atom (eV/A): 4.85
Orbital gap (eV): 7.959
E_HOMO (Ha): -0.298

Atoms and positions in Å:
C 0.008 -2.646 -3.888
H 4.950 -1.595 -0.661
O -3.077 4.575 4.873
H -3.981 2.633 0.486
H -6.242 1.526 0.320
H -3.157 -0.118 0.912
C -0.531 -4.706 -2.513
H 7.056 1.144 -4.470
C 1.117 0.581 -1.836
C -0.487 0.076 4.022
F -1.443 2.409 -2.459
C 4.109 -1.296 0.027
C -1.048 2.935 -1.265
H -1.580 3.524 1.573
H 0.521 -3.618 2.047
H 1.949 -1.526 -0.024
H 1.079 -0.249 -3.883
C -4.002 1.615 0.027
H 0.166 -2.202 -4.901
H 1.556 3.125 -0.345
H -0.789 -6.824 -3.215
C -1.431 1.364 0.859
Cl -2.537 -0.188 -1.316
H 4.087 -2.065 0.848
H 1.340 2.258 3.001
H -2.192 5.281 3.215
C -5.344 0.879 0.474
C 1.005 -0.326 4.213
C -0.447 -3.857 -1.332
C 5.974 1.084 -4.402
C 2.733 -1.344 -0.804
Cl 5.559 -0.449 -3.626
O 3.076 2.925 1.710
H 1.799 0.433 4.019
Cl 5.404 2.455 -3.443
C -0.319 -4.067 -3.804
Cl 5.311 1.151 -6.038
C -2.936 4.577 3.692
C 2.589 0.019 -1.527
H -0.768 2.446 2.696
O 0.385 -2.660 1.947
H 3.086 0.829 -0.918
P -1.098 -2.220 2.642
I -2.993 -3.080 1.286
H -0.345 -6.647 -1.408
C -0.166 -2.440 -1.432
S 1.837 2.119 1.709
O 2.902 -2.491 -1.663
H -0.552 0.199 -3.333
O -3.613 3.708 2.813
H -4.143 1.792 -1.076
H -2.634 2.289 3.944
H 4.315 -0.281 0.450
C -0.884 -6.206 -2.292
H 0.366 3.841 0.752
O -0.671 0.261 1.448
S 1.710 2.036 -2.909
H -0.606 1.137 4.353
C 0.404 -0.290 -2.982
C -0.356 1.922 -0.259
F -0.245 4.029 -1.618
C -1.172 -0.296 2.641
H 2.525 -1.719 4.884
O 0.319 0.805 -0.725
H 0.744 -2.361 4.875
C 0.099 -1.771 -2.697
H 3.583 -2.300 -2.328
H -2.281 -0.156 2.837
O 2.210 0.723 1.523
H -1.977 -6.241 -2.004
C 1.448 -1.510 4.694
H -3.615 1.572 2.639
H -0.138 -1.780 -0.526
H 0.717 2.261 -3.826
C -2.919 2.422 2.860
H -0.600 -4.278 -0.313
H -1.054 -0.528 4.792
F -2.133 3.623 -0.756
C -1.619 2.467 1.958
H 3.176 -0.011 -2.485
C 0.779 2.844 0.427
H -0.418 -4.710 -4.710
H -5.457 0.022 -0.253
C -2.725 0.715 0.285
H -5.270 0.423 1.492

***

# 5
This record from the Open Molecules 2025 dataset describes a structure of composition C3H8N3O3 at a distorted geometry. The level of theory is ωB97M-V/def2-TZVPD.

Electronic energy (Ha): -508.67956
Multiplicity: 1
Energy above the lowest of the compared OMol25 structures with the same formula, charge and spin (kcal per mole): 85.9
Strongest force on any atom (eV/A): 2.86
Total charge: +1
Orbital gap (eV): 9.285
E_HOMO (Ha): -0.530

Atoms and positions in Å:
C -0.774 -2.155 -0.130
O -2.706 -0.559 -1.875
H -0.594 -0.454 0.881
H 1.132 1.115 1.093
O -0.350 -0.303 -2.291
H -0.043 2.401 0.924
H -1.623 -2.095 0.514
O -1.860 -0.901 -3.855
H -0.132 -2.853 0.374
N -0.389 -0.744 -0.048
C 0.722 1.869 0.381
H -0.769 -2.418 -1.184
N -2.008 -0.664 -2.769
C -0.138 0.138 -1.082
H 1.560 2.418 0.177
N 0.365 1.354 -0.903
H 0.807 1.817 -1.692

***

# 6
This record from the Open Molecules 2025 dataset describes a structure of composition C3H4N2O2 at a distorted geometry. The level of theory is ωB97M-V/def2-TZVPD.

Electronic energy (Ha): -376.63862
Multiplicity: 1
Energy above the lowest of the compared OMol25 structures with the same formula, charge and spin (kcal per mole): 78.5
Strongest force on any atom (eV/A): 1.09
Orbital gap (eV): 9.422
E_HOMO (Ha): -0.318

Atoms and positions in Å:
O 2.241 0.390 -1.048
O 1.455 0.578 1.070
H 0.076 1.946 0.360
C -0.495 -0.135 0.169
H 0.689 -1.858 0.332
H -2.429 0.413 -0.035
C 1.585 -0.016 -0.143
H -1.937 -0.874 -1.043
C 0.089 0.944 0.767
N 0.516 -1.033 -0.241
N -1.790 -0.354 -0.189

***

# 7
This record from the Open Molecules 2025 dataset describes the molecule C4H12N2 at a distorted geometry. The level of theory is ωB97M-V/def2-TZVPD.

Electronic energy (Ha): -269.04352
Multiplicity: 1
Energy above the lowest of the compared OMol25 structures with the same formula, charge and spin (kcal per mole): 45.7
Structure (SMILES): CN(C)CCN
Strongest force on any atom (eV/A): 3.30
Orbital gap (eV): 9.611
E_HOMO (Ha): -0.315

Atoms and positions in Å:
H -0.652 -2.250 1.069
H 1.705 0.246 -0.226
H 0.635 -1.317 -2.094
C 0.329 -1.726 -1.106
C 0.635 0.537 -0.405
C -0.394 -1.174 1.112
N -1.065 2.248 0.190
H -1.297 -0.550 1.199
H -1.664 1.549 0.632
H 0.261 -1.042 1.976
H 0.912 2.719 0.268
H 1.204 -2.336 -0.847
H 0.541 0.819 -1.468
N -0.169 -0.658 -0.276
H -1.252 2.115 -0.806
H -0.490 -2.459 -1.068
H 0.405 1.483 1.454
C 0.356 1.798 0.396

***

# 8
This record from the Open Molecules 2025 dataset describes a cluster of 5 separate species, C14H38O6 in total at a distorted geometry. The level of theory is ωB97M-V/def2-TZVPD.

Electronic energy (Ha): -1007.33088
Multiplicity: 1
Energy above the lowest of the compared OMol25 structures with the same formula, charge and spin (kcal per mole): 119.9
Structure (SMILES): CC(C)O.CC(C)O.CC(C)O.CC(C)O.OCCO
Strongest force on any atom (eV/A): 14.94
Orbital gap (eV): 10.042
E_HOMO (Ha): -0.352

Atoms and positions in Å:
C 2.929 3.153 -2.301
C 1.347 -4.430 0.813
H 1.123 4.056 -3.123
H 1.452 -4.609 4.323
C 0.073 -0.739 0.137
H 0.667 -0.588 -0.569
H 1.642 -3.473 0.343
H -1.138 2.803 4.707
H -1.686 4.359 2.954
H 1.696 3.059 -4.129
O -1.040 0.006 -0.228
O 3.200 4.173 -1.376
H 2.557 -3.517 3.344
H -0.255 -0.448 2.292
H 2.290 -5.379 3.184
C 2.046 2.124 -1.631
H 2.435 -5.027 0.921
H 1.172 -2.164 2.078
H -5.267 -1.217 -2.883
C 0.767 -4.554 2.292
H -3.977 -1.363 -1.687
H 0.073 4.473 1.119
C -3.098 -1.084 -3.533
C -2.988 -2.617 -3.702
H 3.690 2.546 -2.974
H 0.920 0.560 1.424
O -0.123 -3.569 2.466
H 4.098 4.112 -0.971
H -0.705 -3.981 3.116
H -1.373 -0.222 -1.082
O 0.102 4.711 3.611
C -0.164 3.464 1.493
H -4.366 0.199 -2.236
H -2.569 -2.962 -2.872
H 1.188 2.474 -1.126
O 1.585 -1.381 1.873
C 1.930 -4.421 3.262
H 0.741 -5.120 0.101
H 2.659 4.555 -4.066
C -1.000 2.455 3.708
H -0.053 -1.938 0.081
H -1.766 2.005 3.380
H 2.713 1.611 -0.886
H -3.931 -3.166 -3.653
H 0.010 1.993 3.498
C -4.201 -0.892 -2.410
C 2.087 3.855 -3.416
H -3.546 -0.657 -4.505
H -0.936 3.048 1.104
H -0.149 5.575 3.396
O -1.902 -0.588 -3.089
H -1.380 -0.463 -3.968
C -0.732 3.798 2.884
H -2.552 -2.835 -4.723
H 0.320 -5.576 2.384
H 1.971 1.258 -2.305
C 0.591 -0.410 1.532
H 0.822 2.970 1.624

***

# 9
This record from the Open Molecules 2025 dataset describes a structure of composition C35H37BrLuN4OPS2Si at a distorted geometry. The level of theory is ωB97M-V/def2-TZVPD.

Electronic energy (Ha): -6887.20747
Multiplicity: 1
Energy above the lowest of the compared OMol25 structures with the same formula, charge and spin (kcal per mole): 0.0
Strongest force on any atom (eV/A): 2.12
Orbital gap (eV): 7.255
E_HOMO (Ha): -0.277

Atoms and positions in Å:
C 15.839 14.713 6.928
C 11.790 10.172 12.009
H 10.710 7.456 10.210
H 14.276 11.857 8.010
N 11.698 16.537 8.078
C 16.347 12.009 7.483
C 10.137 18.716 11.976
H 12.340 16.918 4.798
H 10.931 19.013 11.228
C 14.774 13.873 7.435
H 8.388 15.542 10.260
N 11.288 16.138 11.149
C 17.138 14.206 6.730
H 16.777 14.974 11.137
C 12.005 12.641 5.781
C 12.139 16.254 6.815
H 12.082 17.841 13.224
C 11.241 9.445 10.941
C 8.125 12.684 10.271
C 15.055 12.527 7.698
H 11.947 11.668 6.313
H 8.563 15.620 13.559
C 10.947 18.668 7.337
H 16.237 16.977 12.568
H 15.623 15.742 6.654
C 8.363 16.508 10.781
H 9.778 12.491 13.804
C 10.080 12.405 11.680
C 12.779 14.918 6.578
N 13.542 15.832 10.887
H 13.380 14.862 5.670
H 11.209 12.714 5.015
N 13.531 14.428 7.757
C 9.584 16.077 13.607
H 14.506 18.239 13.716
H 10.353 15.286 13.835
C 9.503 12.413 10.395
H 8.243 17.263 10.009
H 15.405 14.152 10.277
C 11.524 7.406 12.199
H 12.439 7.583 14.129
H 16.135 15.639 9.597
O 11.000 13.757 7.721
H 12.979 12.675 5.291
H 17.973 14.811 6.352
C 11.978 17.193 5.773
C 11.848 13.751 6.777
H 9.549 16.828 14.443
H 12.630 10.033 14.009
H 11.021 9.957 10.009
C 12.549 16.427 11.575
H 10.528 19.630 7.622
C 15.195 16.817 12.310
C 14.187 17.526 12.972
C 17.403 12.852 7.039
C 12.860 17.309 12.670
C 15.854 15.151 10.529
C 9.302 12.587 12.824
H 6.335 13.170 11.282
C 7.385 12.933 11.413
Si 9.883 16.838 11.889
C 11.338 18.411 6.021
H 16.584 10.976 7.698
H 7.443 16.484 11.405
H 10.723 17.877 9.322
H 9.194 19.246 11.701
H 11.194 19.134 5.228
H 7.291 12.978 13.531
Br 19.170 12.212 6.947
H 10.461 19.113 12.967
S 12.570 12.972 13.448
S 12.871 12.375 10.170
H 11.412 6.343 12.286
C 11.088 8.050 11.038
H 7.647 12.729 9.285
P 11.807 11.967 11.931
C 12.189 9.498 13.178
C 12.068 8.113 13.259
C 11.104 17.714 8.319
C 14.849 15.955 11.271
C 7.949 12.859 12.676
Lu 12.036 14.757 9.553
H 10.137 12.210 9.536

***

# 10
This record from the Open Molecules 2025 dataset describes a structure of composition C28H34N6O2Pt at a distorted geometry. The level of theory is ωB97M-V/def2-TZVPD.

Electronic energy (Ha): -1685.73214
Multiplicity: 1
Energy above the lowest of the compared OMol25 structures with the same formula, charge and spin (kcal per mole): 21.4
Strongest force on any atom (eV/A): 4.16
Orbital gap (eV): 6.867
E_HOMO (Ha): -0.286

Atoms and positions in Å:
C -0.218 -2.292 -1.142
C 2.956 -0.377 -0.083
C -1.659 3.436 -2.737
N 1.855 2.545 -1.799
N -1.755 1.887 -0.336
H -4.417 -3.064 0.791
H -1.179 -2.961 3.020
H 0.861 -3.970 1.806
H 0.117 -1.944 1.061
C 1.498 -3.432 2.504
C -0.481 -2.468 3.695
C -2.473 -2.862 -0.104
H -1.471 4.166 -3.519
C -1.550 3.880 1.043
H -1.024 7.081 0.072
C -1.322 5.245 1.127
C 3.020 -2.243 -3.936
H -2.244 -3.915 -0.116
N -0.046 -0.112 1.797
H 2.680 3.082 -1.630
N -1.794 -0.627 -0.564
C 1.792 -2.002 -3.343
C 4.199 -1.895 -3.305
Pt -0.384 0.568 -0.956
H -1.219 6.033 -2.147
C 1.768 -1.353 3.875
C 4.156 -1.265 -2.075
C -2.949 1.331 0.078
H -0.275 -3.131 4.531
H -1.425 3.619 3.166
H 2.435 -3.209 2.001
H -1.259 5.708 2.101
H -0.938 -0.165 2.302
H 2.598 -0.958 3.293
H 2.167 -2.003 4.648
C 0.825 -2.137 2.959
C -1.597 3.276 -0.224
H 2.095 0.277 0.071
C 1.032 1.797 -1.394
H -4.823 -0.593 0.861
C -3.907 -0.998 0.458
C -3.675 -2.381 0.413
N 0.616 -1.366 1.730
H 3.054 -2.731 -4.898
C 1.753 -1.371 -2.085
H -2.826 2.865 2.396
H -0.951 -1.569 4.092
H 1.703 -4.070 3.359
C -2.936 -0.139 -0.007
C -1.187 6.016 -0.012
C 0.536 -2.390 -4.058
H 5.147 -2.123 -3.765
N 0.525 -1.158 -1.454
H -0.241 -1.638 -3.918
C -1.542 -1.967 -0.600
H 0.724 -2.518 -5.121
H -1.236 2.125 2.221
C -1.761 3.075 2.286
O 0.214 -3.437 -1.256
H 1.252 -0.530 4.367
H 5.080 -1.004 -1.582
H -0.975 2.592 -2.868
H 3.871 0.188 0.077
C -1.489 4.060 -1.385
H 2.890 -1.168 0.663
C -1.287 5.424 -1.257
H 0.563 0.533 2.297
H 0.167 -3.337 -3.664
H -2.677 3.061 -2.844
O -3.908 1.987 0.472
C 2.950 -0.983 -1.453

***

Which formula does entry 7 have? C4H12N2